This record from the OMol25 dataset describes C63H126As6F36N7O7 as an isolated structure in a non-equilibrium geometry. The level of theory is ωB97M-V/def2-TZVPD.

Each line ends with the Mulliken charge.
Positions of all 245 atoms, in Å:
1 C -2.42113 -1.88278 30.21286  -1.559
2 C -1.85926 -2.88041 31.31656  1.331
3 C -3.12703 -3.24334 32.25560  -1.377
4 C -4.13586 -4.33318 31.73177  -0.727
5 C -3.26784 -5.52992 31.33918  -1.296
6 C -2.07352 -5.34251 30.25979  1.012
7 N -1.23996 -4.12603 30.61999  0.933
8 O -0.02343 -3.85691 29.87295  0.157
9 C -2.65696 -5.15809 28.84238  -1.468
10 C -1.16406 -6.63341 30.34626  -1.650
11 C -0.82091 -2.15528 32.24242  -1.757
12 H -1.55768 -1.60142 29.61004  0.295
13 H -2.73395 -0.94070 30.66313  0.441
14 H -3.22048 -2.17025 29.52985  0.343
15 H -3.70747 -2.35370 32.50002  0.562
16 H -2.81685 -3.53657 33.25855  0.506
17 H -4.61211 -3.92491 30.84036  0.310
18 H -4.98017 -4.48204 32.40487  0.450
19 H -3.92433 -6.31209 30.95797  0.486
20 H -2.79974 -5.95616 32.22648  0.480
21 H -3.41082 -4.37148 28.81001  0.377
22 H -3.22450 -6.05259 28.58576  0.451
23 H -1.90494 -5.03605 28.06285  0.298
24 H -0.28197 -6.56390 29.70972  0.354
25 H -1.69727 -7.49689 29.94851  0.433
26 H -0.84857 -6.85495 31.36581  0.365
27 H -1.19972 -1.24792 32.71283  0.594
28 H 0.04914 -1.81945 31.67820  -0.014
29 H -0.40334 -2.83543 32.98481  0.431
30 C 6.93095 0.20129 32.99357  -1.632
31 C 5.48618 0.68669 32.66744  1.906
32 C 5.58338 1.64321 31.38097  -1.243
33 C 4.17528 1.89333 30.75178  0.480
34 C 3.51581 0.67918 30.27380  -1.524
35 C 3.36456 -0.42568 31.29932  2.594
36 N 4.71580 -0.55136 32.09422  1.531
37 O 4.80805 -1.62698 33.02426  -0.268
38 C 3.13755 -1.72709 30.45586  -1.443
39 C 2.13579 -0.12314 32.23111  -1.392
40 C 4.84402 1.33951 33.91928  -1.044
41 H 7.57821 1.07282 33.09157  0.360
42 H 7.39714 -0.45856 32.26189  -0.111
43 H 6.96806 -0.32284 33.94855  0.316
44 H 6.26050 1.18774 30.65836  0.100
45 H 6.03138 2.58870 31.68665  0.556
46 H 4.19128 2.57924 29.90481  -0.020
47 H 3.50256 2.45433 31.40049  -0.344
48 H 4.05764 0.34098 29.39054  -0.039
49 H 2.57369 1.03984 29.86096  0.477
50 H 3.07538 -2.54608 31.17244  0.131
51 H 3.97319 -1.93146 29.78650  -0.295
52 H 2.28394 -1.79191 29.78113  0.373
53 H 1.25674 0.04898 31.61002  0.516
54 H 2.28641 0.84841 32.70177  -0.077
55 H 1.92911 -0.92830 32.93615  0.224
56 H 5.53996 2.05275 34.36093  0.621
57 H 4.56562 0.64643 34.71316  0.040
58 H 3.97361 1.96786 33.73046  -0.154
59 C 8.40426 -2.63903 23.69095  -1.563
60 C 8.18075 -2.96234 25.22034  1.436
61 C 8.10977 -1.60741 26.03611  -0.610
62 C 6.87627 -0.74997 25.56846  -0.786
63 C 5.61646 -1.43663 26.03574  -0.628
64 C 5.45889 -2.98759 25.49739  1.623
65 N 6.83980 -3.69389 25.53110  1.092
66 O 6.80868 -5.02782 25.38577  -0.343
67 C 4.88449 -2.94470 24.09462  -1.399
68 C 4.55199 -3.57496 26.63244  -1.565
69 C 9.40657 -3.85420 25.65618  -1.633
70 H 8.76836 -3.53642 23.19073  0.394
71 H 9.11620 -1.82947 23.53014  0.377
72 H 7.55080 -2.26628 23.12460  0.340
73 H 9.05399 -1.08085 26.17490  0.609
74 H 7.92885 -1.86503 27.07966  -0.265
75 H 6.92825 -0.62927 24.48641  0.486
76 H 6.89270 0.27409 25.94148  -0.005
77 H 4.73874 -0.86373 25.73659  0.537
78 H 5.72240 -1.40513 27.12013  -0.169
79 H 4.02430 -2.27594 24.12511  0.291
80 H 4.55257 -3.93339 23.77773  0.432
81 H 5.54926 -2.45611 23.38226  0.236
82 H 3.62139 -3.05099 26.85045  0.084
83 H 4.97012 -3.43537 27.62932  0.221
84 H 4.26437 -4.62632 26.63665  0.586
85 H 9.40089 -4.87739 25.28048  0.438
86 H 9.39850 -3.98587 26.73817  0.319
87 H 10.34623 -3.37344 25.38414  0.403
88 C 3.15877 8.48260 29.82533  -1.869
89 C 1.72921 8.09225 29.96094  1.864
90 C 1.23646 6.81458 29.13779  -1.601
91 C 1.71424 5.47059 29.67466  0.729
92 C 1.18314 5.43481 31.15784  -1.579
93 C 1.84768 6.51901 32.10068  1.390
94 N 1.40972 7.86909 31.43038  0.568
95 O 1.35678 9.01340 32.22672  -0.271
96 C 3.33683 6.56044 32.28244  -0.924
97 C 1.09208 6.36736 33.45135  -1.601
98 C 0.78210 9.26819 29.48419  -1.748
99 H 3.32079 9.06737 28.91985  0.481
100 H 3.82731 7.64272 29.63633  0.315
101 H 3.55787 9.12943 30.60664  0.369
102 H 1.68375 6.89511 28.14706  0.364
103 H 0.15633 6.82406 28.99170  0.551
104 H 2.79555 5.41318 29.54985  -0.676
105 H 1.23108 4.65641 29.13451  0.735
106 H 1.44870 4.46500 31.57862  0.237
107 H 0.10007 5.49287 31.26593  0.607
108 H 3.65051 5.51716 32.31807  0.038
109 H 3.50723 7.11050 33.20792  0.513
110 H 3.92935 7.05713 31.51413  0.016
111 H 1.51696 6.92513 34.28591  0.388
112 H 1.21462 5.32307 33.73867  0.387
113 H 0.00669 6.46399 33.42507  0.417
114 H 0.77686 9.56006 28.43400  0.415
115 H 1.06631 10.24237 29.88205  0.452
116 H -0.23408 9.13974 29.85699  0.456
117 C 4.03682 5.04364 26.32551  -1.540
118 C 4.38613 3.89200 25.40632  2.270
119 C 3.65063 4.16696 24.04434  -1.766
120 C 4.16025 5.25035 23.13673  -0.429
121 C 5.55883 4.85424 22.83352  -1.350
122 C 6.51523 4.52652 23.95727  1.325
123 N 5.81502 3.70879 25.04918  0.668
124 O 6.57986 2.83600 25.87144  0.184
125 C 6.95679 5.91162 24.51493  -1.348
126 C 7.76360 3.77665 23.48507  -1.782
127 C 3.88853 2.50706 25.94680  -2.680
128 H 4.54822 4.96258 27.28468  -0.137
129 H 2.97249 5.04725 26.56068  0.517
130 H 4.18020 6.02689 25.87743  0.555
131 H 2.60864 4.44575 24.20125  0.412
132 H 3.43018 3.21355 23.56423  0.561
133 H 3.95333 6.25506 23.50526  0.366
134 H 3.55190 5.14763 22.23814  0.429
135 H 6.03147 5.56592 22.15660  0.461
136 H 5.51635 3.95358 22.22106  0.398
137 H 6.04612 6.37550 24.89385  0.351
138 H 7.32425 6.68889 23.84492  0.386
139 H 7.66537 5.80059 25.33572  0.309
140 H 8.48229 3.57214 24.27864  0.318
141 H 8.34919 4.43726 22.84570  0.437
142 H 7.56608 2.85051 22.94532  0.411
143 H 2.81669 2.37144 25.80229  0.593
144 H 4.15172 2.38725 26.99774  0.435
145 H 4.31472 1.67981 25.37924  0.587
146 C 10.32497 0.59032 30.69322  -1.977
147 C 10.57938 2.08836 30.27658  1.638
148 C 11.83271 2.45589 31.09235  -1.445
149 C 12.43303 3.87007 30.71054  -0.559
150 C 12.92204 3.71225 29.27948  -1.420
151 C 11.78890 3.31262 28.20829  1.685
152 N 10.99254 2.16995 28.79143  0.533
153 O 10.02052 1.61974 27.95785  -0.030
154 C 12.56008 2.97798 26.91299  -1.817
155 C 10.83598 4.53375 27.96373  -1.490
156 C 9.38332 3.00752 30.68981  -1.461
157 H 11.02960 -0.13054 30.27854  0.455
158 H 9.41475 0.40581 30.12265  0.408
159 H 10.18720 0.33642 31.74424  0.400
160 H 12.65880 1.75239 30.98868  0.402
161 H 11.63340 2.55399 32.15948  0.599
162 H 13.32504 4.18212 31.25370  0.451
163 H 11.74486 4.70237 30.85818  0.280
164 H 13.86770 3.18029 29.17519  0.451
165 H 13.27268 4.69490 28.96395  0.481
166 H 13.29038 2.17264 26.99158  0.450
167 H 13.14801 3.81833 26.54385  0.406
168 H 11.88418 2.61898 26.13686  0.323
169 H 10.53286 4.99715 28.90260  0.252
170 H 9.97708 4.20735 27.37735  0.343
171 H 11.33886 5.28234 27.35150  0.504
172 H 8.55203 2.75171 30.03283  0.228
173 H 9.50084 4.08938 30.62761  0.312
174 H 9.12112 2.84555 31.73533  0.542
175 C 4.85513 -2.35345 39.37012  -1.469
176 C 3.72745 -1.63709 38.69184  1.512
177 C 2.46237 -1.31797 39.58027  -1.184
178 C 2.54879 -0.09169 40.46710  -0.787
179 C 2.81249 1.15498 39.58160  -1.116
180 C 4.10141 1.09840 38.68225  1.144
181 N 4.16527 -0.26664 38.03970  1.039
182 O 5.06533 -0.49760 36.98618  -0.047
183 C 5.31520 1.22712 39.57770  -1.411
184 C 3.93859 2.25915 37.58067  -1.509
185 C 3.14473 -2.47277 37.48807  -2.246
186 H 5.35022 -1.65505 40.04483  0.332
187 H 5.71162 -2.71404 38.80047  0.344
188 H 4.51565 -3.24993 39.88895  0.407
189 H 2.31113 -2.25823 40.11050  0.565
190 H 1.57634 -1.20260 38.95598  0.430
191 H 3.33181 -0.32292 41.18926  0.366
192 H 1.59552 -0.03316 40.99240  0.435
193 H 2.92425 1.99119 40.27179  0.506
194 H 1.93238 1.31164 38.95793  0.316
195 H 6.26234 1.21684 39.03832  0.138
196 H 5.40988 0.62285 40.47992  0.345
197 H 5.26606 2.24405 39.96699  0.520
198 H 3.02631 2.22465 36.98516  0.272
199 H 4.78311 2.19499 36.89454  0.230
200 H 3.90795 3.22619 38.08269  0.484
201 H 2.35679 -1.93066 36.96523  0.459
202 H 2.66077 -3.40025 37.79414  0.415
203 H 3.82615 -2.80703 36.70574  0.477
204 As 8.76534 0.50208 36.97570  1.966
205 F 7.82202 -0.54753 38.03115  -0.414
206 F 7.24049 1.12065 36.14481  -0.493
207 F 9.74648 1.61274 35.90909  -0.543
208 F 10.32440 0.01575 37.77290  -0.498
209 F 8.93056 -0.69697 35.62784  -0.460
210 F 8.58957 1.80125 38.15897  -0.501
211 As 0.64323 -2.25149 26.11665  1.950
212 F -0.29034 -0.98882 26.99120  -0.484
213 F 1.45316 -2.79479 27.64430  -0.368
214 F 1.54852 -3.56989 25.14719  -0.516
215 F -0.22224 -1.70053 24.63546  -0.478
216 F 2.02794 -1.11386 25.68245  -0.552
217 F -0.63674 -3.45480 26.47332  -0.487
218 As 0.04293 1.57626 35.14852  1.904
219 F -0.55571 2.31260 33.63338  -0.566
220 F 0.12849 0.04017 34.35104  -0.268
221 F 0.71345 0.91620 36.62939  -0.420
222 F -0.12294 3.19627 35.86374  -0.533
223 F -1.63487 1.05435 35.62124  -0.528
224 F 1.71345 2.07652 34.62710  -0.397
225 As 6.70846 5.96614 29.71322  2.045
226 F 6.73837 6.90445 28.17005  -0.504
227 F 8.42034 6.35237 29.91913  -0.477
228 F 6.80185 4.99083 31.26863  -0.503
229 F 5.02072 5.46742 29.41454  -0.456
230 F 7.27204 4.50231 28.78030  -0.492
231 F 6.24056 7.43688 30.65826  -0.458
232 As 2.28309 -5.32546 33.04053  1.978
233 F 2.49709 -7.12684 33.01990  -0.511
234 F 2.02492 -5.25852 31.30120  -0.428
235 F 2.06476 -3.50085 33.27551  -0.486
236 F 2.48577 -5.40893 34.85313  -0.524
237 F 4.04683 -5.11852 32.84323  -0.460
238 F 0.48081 -5.57138 33.24800  -0.504
239 As 7.46441 -3.26527 30.01432  1.868
240 F 7.24539 -3.84901 28.35472  -0.434
241 F 6.21682 -2.03484 29.76195  -0.249
242 F 7.63571 -2.69121 31.67294  -0.411
243 F 8.69604 -4.55381 30.22495  -0.498
244 F 8.65759 -2.11708 29.37166  -0.521
245 F 6.21505 -4.44906 30.54479  -0.507

Output
Multiplicity: 1
HOMO in eV: -12.27
Kohn-Sham gap in eV: 4.99
Charge: +1
Total energy in hartree: -20395.17194